Formula: C6H8N
Source: the OMol25 dataset
Level of theory: ωB97M-V/def2-TZVPD

- lowest unoccupied orbital energy (eV) = -3.397
- E_tot (eV) = -7828.2264
- charge = +1
- spin multiplicity = 1
- max |F| (eV/A) = 6.21
- energy relative to the best compared isomer or geometry (same formula, charge and spin) (eV) = 7.462

Last column: Löwdin charge in e.
Cartesian coordinates (Å):
N: 1.642 0.389 0.163  0.257
C: -0.784 0.840 0.207  0.015
C: -2.166 0.789 -0.419  -0.004
C: 0.394 0.192 -0.605  -0.255
C: -0.153 -1.189 -0.302  -0.070
C: -1.359 -0.566 0.050  -0.240
C: -2.703 -0.291 0.255  0.126
H: -0.336 -2.011 -1.024  0.155
H: 2.120 1.212 -0.008  0.152
H: 2.285 -0.312 -0.010  0.150
H: 0.295 -1.627 0.548  0.135
H: -3.572 -0.814 0.370  0.102
H: -2.666 1.243 -1.279  0.149
H: 1.420 0.469 1.089  0.132
H: 0.613 0.302 -1.744  0.196

Cartesian forces, eV/Å:
-0.84 0.21 -2.14
-0.33 -1.36 -1.05
-0.20 1.11 0.02
0.66 0.44 -3.24
0.38 -2.57 -2.55
-3.10 2.83 4.57
2.15 -0.27 -0.74
1.00 0.58 -0.21
1.01 2.63 -1.03
1.70 -2.18 -0.21
0.40 -0.51 1.13
-2.18 -0.99 -0.02
0.67 0.01 -0.11
-1.06 -0.22 3.59
-0.26 0.28 1.98



Formula: C3H6F3O4SSn
Source: the OMol25 dataset
Level of theory: ωB97M-V/def2-TZVPD

- lowest unoccupied orbital energy (eV) = -5.905
- E_tot (eV) = -36203.4166
- charge = +1
- spin multiplicity = 1
- max |F| (eV/A) = 17.48

Last column: Löwdin charge in e.
Cartesian coordinates (Å):
Sn: -12.940 -14.871 17.232  1.611
S: -14.979 -15.171 19.498  0.643
F: -15.562 -17.645 19.069  0.159
F: -14.065 -17.375 20.615  0.149
F: -16.142 -16.994 21.138  0.183
O: -13.974 -15.262 18.450  -0.615
O: -13.250 -16.932 16.191  -0.163
O: -14.578 -14.368 20.644  -0.202
O: -16.268 -14.793 18.912  -0.214
C: -15.261 -16.049 16.718  -0.189
C: -15.238 -16.929 20.131  -0.582
C: -14.596 -17.236 16.290  -0.304
H: -12.725 -17.533 15.657  0.145
H: -16.309 -16.221 16.966  0.135
H: -14.725 -17.934 17.117  0.129
H: -15.228 -15.338 15.893  0.114
H: -14.830 -15.612 17.619  -0.152
H: -15.008 -17.563 15.335  0.155

Cartesian forces, eV/Å:
11.29 4.15 -12.69
-7.98 3.62 8.82
-0.60 -0.45 0.37
-0.49 0.19 -0.38
1.05 0.37 -2.10
-1.55 -2.29 14.01
2.40 1.17 0.07
0.52 -1.66 -2.24
2.54 -0.92 0.42
-2.79 1.60 -1.55
0.84 0.13 1.45
-1.52 -2.66 0.09
0.21 -0.18 -0.09
-0.01 0.06 -0.37
0.02 -0.82 -0.69
-0.35 0.59 -0.40
-3.84 -2.37 -4.83
0.26 -0.53 0.11



Formula: C2F6IPS
Source: the OMol25 dataset
Level of theory: ωB97M-V/def2-TZVPD

- lowest unoccupied orbital energy (alpha / beta) (eV) = -1.276 / -2.463
- E_tot (eV) = -46601.9761
- charge = 0
- spin multiplicity = 1
- max |F| (eV/A) = 2.72
- energy relative to the best compared isomer or geometry (same formula, charge and spin) (eV) = 0.173

Last column: Löwdin charge in e.
Cartesian coordinates (Å):
I: 1.291 1.732 -1.858  0.543
S: -0.815 2.578 1.075  0.250
P: -0.014 1.170 0.052  -0.002
F: 2.149 1.139 1.385  0.071
F: -1.021 -1.405 -2.268  0.104
F: 0.595 -0.009 2.248  0.086
F: -0.934 -2.291 -0.310  0.108
F: 1.679 -0.861 0.532  0.074
F: -2.690 -1.091 -0.938  0.186
C: 1.183 0.279 1.087  -0.934
C: -1.421 -1.242 -1.004  -0.486

Cartesian forces, eV/Å:
0.14 0.04 -0.27
-0.06 -0.03 -0.16
-1.84 -0.28 -1.16
1.18 -0.16 -0.12
-0.24 0.45 0.39
-0.16 -0.72 0.08
-0.86 0.89 -0.08
-0.22 1.06 0.50
-1.06 -0.08 0.37
0.48 -0.74 0.73
2.66 -0.44 -0.29



Formula: C5H6O2
Source: the OMol25 dataset
Level of theory: ωB97M-V/def2-TZVPD

- lowest unoccupied orbital energy (eV) = 0.803
- E_tot (eV) = -9373.3370
- charge = 0
- spin multiplicity = 1
- max |F| (eV/A) = 0.34
- energy relative to the best compared isomer or geometry (same formula, charge and spin) (eV) = 3.759

Last column: Löwdin charge in e.
Cartesian coordinates (Å):
O: -1.523 1.070 -0.153  -0.024
O: 0.119 -0.881 1.185  -0.114
C: 0.143 -1.351 -0.157  -0.158
C: -0.120 -0.134 -1.063  -0.223
C: -1.639 0.131 -1.090  0.071
C: -0.066 1.050 -0.093  -0.228
C: 0.457 0.491 1.207  -0.144
H: 0.441 -0.131 -2.000  0.140
H: 1.547 0.651 1.250  0.135
H: 0.337 2.014 -0.407  0.156
H: 1.100 -1.832 -0.397  0.125
H: -0.004 0.941 2.090  0.137
H: -0.656 -2.094 -0.247  0.127

Cartesian forces, eV/Å:
-0.21 -0.07 -0.15
-0.06 -0.04 0.08
0.00 -0.15 -0.20
-0.07 -0.09 -0.10
0.22 0.17 0.19
0.25 0.07 0.09
0.00 0.24 0.00
-0.16 -0.02 0.14
-0.14 -0.08 -0.03
0.00 -0.16 0.05
-0.06 0.15 0.07
0.06 -0.03 -0.11
0.16 0.02 -0.02



Formula: C2H5NO2P
Source: the OMol25 dataset
Level of theory: ωB97M-V/def2-TZVPD

- lowest unoccupied orbital energy (eV) = 3.787
- E_tot (eV) = -17028.1730
- charge = -1
- spin multiplicity = 1
- max |F| (eV/A) = 3.85
- energy relative to the best compared isomer or geometry (same formula, charge and spin) (eV) = 3.343

Last column: Löwdin charge in e.
Cartesian coordinates (Å):
P: 0.973 0.623 -0.045  0.793
O: 0.588 3.277 0.461  -0.113
O: -1.192 1.893 0.577  -0.141
N: -0.287 -0.414 0.209  -0.442
C: -0.024 2.227 0.402  -0.986
C: -0.052 -1.876 0.048  -0.202
H: -1.038 -2.332 0.321  0.084
H: 0.785 -2.202 0.553  0.009
H: -1.201 -0.099 0.613  0.080
H: 0.272 -1.919 -0.983  0.035
H: 1.177 0.822 -2.157  -0.118

Cartesian forces, eV/Å:
0.90 0.34 -1.98
0.49 0.79 0.12
-1.52 0.83 0.60
-0.60 -1.28 1.01
0.17 -0.96 -0.59
-2.57 2.65 -1.11
1.24 -0.33 -0.54
1.53 -0.93 1.89
1.45 0.08 -0.95
-0.61 -0.99 -0.73
-0.48 -0.19 2.27



Formula: C3H29O12
Source: the OMol25 dataset
Level of theory: ωB97M-V/def2-TZVPD

- lowest unoccupied orbital energy (eV) = 2.447
- E_tot (eV) = -28152.6655
- charge = -1
- spin multiplicity = 1
- max |F| (eV/A) = 2.74
- energy relative to the best compared isomer or geometry (same formula, charge and spin) (eV) = 1.073

Last column: Löwdin charge in e.
Cartesian coordinates (Å):
O: -0.751 -1.082 4.189  -0.072
O: 3.409 -2.360 1.806  -0.005
O: 4.188 -0.778 -2.897  -0.066
O: 0.173 2.744 -1.095  -0.087
O: 1.528 -0.132 2.330  -0.056
O: 1.626 0.086 -3.854  -0.018
O: -3.102 0.391 3.349  -0.059
O: 2.616 0.941 -0.599  -0.044
O: 0.125 0.561 0.196  -0.346
O: -1.671 0.684 -3.331  -0.050
O: -1.639 1.864 1.677  -0.102
O: -3.589 1.834 -0.996  -0.053
C: -0.613 -0.567 -0.301  -0.499
C: 0.432 -1.638 -0.795  -0.018
C: -1.569 -1.154 0.656  -0.065
H: 4.154 -2.515 2.327  0.008
H: -1.147 1.233 1.142  -0.042
H: 0.935 0.257 1.707  -0.038
H: -0.992 -1.265 1.533  0.063
H: 0.033 -2.576 -1.133  0.061
H: 3.235 -0.764 -3.036  -0.014
H: 1.182 -1.832 0.014  0.087
H: 0.874 -1.272 -1.696  0.031
H: 0.423 1.936 -0.597  -0.030
H: 1.572 0.995 -3.629  0.033
H: -0.337 -0.221 4.179  0.017
H: 2.521 1.502 -1.342  -0.011
H: 1.043 -0.354 -3.264  -0.003
H: -2.387 1.198 -3.637  0.002
H: -1.212 -0.277 -1.172  0.087
H: -2.073 1.242 2.346  -0.015
H: -2.728 1.984 -0.595  0.019
H: 1.764 0.569 -0.395  -0.040
H: -1.873 -2.096 0.346  0.055
H: -3.114 1.177 3.877  0.056
H: -4.143 1.364 -0.373  0.019
H: 3.642 -2.456 0.895  0.035
H: 4.575 -0.977 -3.734  0.004
H: -2.492 -0.539 0.874  0.081
H: -3.714 0.578 2.587  0.090
H: -1.712 -1.002 4.091  0.002
H: 1.802 -0.943 1.917  -0.024
H: -1.955 0.391 -2.444  0.003
H: 0.962 3.272 -1.123  0.003

Cartesian forces, eV/Å:
-0.45 -1.05 0.48
-2.31 0.20 -0.40
0.18 -0.09 1.03
-0.16 0.51 -0.69
0.90 -0.16 1.96
1.07 -0.90 -1.27
-1.54 -0.80 -1.17
2.14 -0.44 0.67
-1.57 -1.96 -0.43
0.99 -1.31 0.79
-1.98 -0.47 1.84
-0.31 0.01 -0.78
2.07 1.04 -1.27
-0.46 0.47 1.08
-0.89 1.56 1.12
1.86 -0.29 1.07
1.42 -0.08 -0.85
-1.03 0.74 -1.40
0.24 -0.27 1.61
-0.68 -0.68 0.24
-0.11 0.35 -0.18
-0.50 0.25 -0.83
0.89 0.53 -0.19
-0.67 -0.46 0.31
-0.25 1.31 0.42
0.02 0.35 -0.42
-0.28 0.67 -1.10
-1.12 -0.36 0.74
-1.25 1.03 -0.49
0.24 0.08 -0.27
1.32 1.40 -1.41
0.20 0.04 0.54
-1.44 -0.13 0.47
-0.75 -1.87 -0.68
-0.14 0.84 0.62
0.28 -0.01 0.28
0.45 0.02 -0.81
0.21 -0.19 -0.90
1.06 -0.44 -0.32
0.81 -0.30 1.21
0.56 0.49 -0.09
0.40 -0.47 -0.02
0.18 0.40 -0.58
0.40 0.47 0.07